[1]
Computed, not measured: a structure of composition C17H20HfN7OS2, with ωB97M-V/def2-TZVPD.

## Properties
energy above the lowest of the compared OMol25 structures with the same formula, charge and spin	0.000	eV
total charge	+3
highest occupied orbital energy	-16.841	eV
max |F|	0.6	eV/A

Geometry (Å):
Hf (0.0179, -1.1573, 0.0155)
N (2.5577, -2.2627, -2.4721)
C (2.9244, -2.1715, -1.1948)
N (2.0803, -1.9307, -0.1812)
C (2.7850, -1.8784, 1.0418)
C (4.1101, -2.0813, 0.9358)
S (4.5675, -2.3536, -0.7066)
C (1.9766, -1.7051, 2.2387)
C (2.3589, -1.6748, 3.5261)
S (0.9951, -1.7384, 4.5835)
C (-0.0506, -1.8130, 3.2205)
N (0.5775, -1.7159, 2.0326)
N (-1.3721, -1.9404, 3.3616)
H (1.6189, -2.0790, -2.7828)
H (3.2342, -2.4796, -3.1882)
H (4.8505, -2.1203, 1.7173)
H (3.3557, -1.6801, 3.9346)
H (-1.7626, -2.0917, 4.2804)
H (-1.9229, -2.2655, 2.5827)
C (-2.0975, -1.7453, 0.1627)
C (-2.1874, -0.9186, -1.0702)
C (-1.5935, -1.4284, -2.2393)
C (-1.6311, -0.7280, -3.4427)
C (-2.2441, 0.5124, -3.4795)
C (-2.8117, 1.0507, -2.3214)
C (-2.7779, 0.3530, -1.1274)
H (-2.5010, -2.7499, 0.0356)
H (-2.5975, -1.2420, 0.9982)
H (-1.1940, -2.4504, -2.2254)
H (-1.2159, -1.1634, -4.3413)
H (-2.3114, 1.0583, -4.4107)
H (-3.3226, 2.0037, -2.3753)
H (-3.2613, 0.7532, -0.2436)
C (-0.2329, 4.6643, 0.3289)
N (-0.0500, 3.2359, 0.0633)
C (0.4506, 2.6990, -1.1931)
C (0.4334, 1.2353, -0.8826)
O (0.7159, 0.2412, -1.5719)
N (0.0040, 1.0191, 0.3896)
C (-0.2920, 2.2589, 0.9188)
N (-0.7619, 2.4269, 2.1377)
H (0.1388, 5.2246, -0.5244)
H (0.3408, 4.9621, 1.2067)
H (-1.2896, 4.8954, 0.4640)
H (1.4601, 3.0558, -1.4183)
H (-0.2050, 2.9297, -2.0369)
H (-0.8965, 1.6405, 2.7513)
H (-0.9709, 3.3455, 2.5016)

Atomic forces in eV per Å
-0.3 0.5 -0.2
0.1 0.0 0.0
0.1 0.0 0.0
0.0 -0.1 -0.2
0.3 -0.1 -0.1
-0.2 0.0 -0.1
-0.2 0.0 0.0
0.1 -0.1 0.2
0.0 0.0 -0.1
-0.1 0.0 -0.2
-0.1 0.0 0.2
-0.1 -0.1 0.6
0.0 0.1 0.0
0.0 0.0 0.0
0.0 0.0 0.0
0.0 0.0 0.0
0.1 0.0 0.0
0.0 0.0 0.0
0.0 0.0 0.0
0.0 -0.2 0.3
-0.2 -0.3 -0.3
0.1 -0.2 0.0
0.0 0.0 0.1
0.0 0.0 0.0
0.0 0.0 0.0
0.1 0.0 0.0
0.1 0.0 0.0
-0.1 0.0 -0.1
-0.1 0.0 0.0
0.0 0.0 0.0
0.0 0.0 0.0
0.0 0.0 0.0
0.0 0.0 0.0
0.0 0.1 0.0
0.0 -0.1 0.0
0.1 0.0 -0.1
0.0 0.2 0.3
0.2 0.1 -0.3
0.1 0.3 0.0
0.0 0.0 0.1
0.0 0.0 0.0
0.0 0.0 0.0
0.0 0.0 0.0
0.0 0.0 0.0
0.0 0.0 0.0
0.0 0.0 0.0
0.0 0.0 0.0
0.0 0.0 0.0

Here are the Mulliken charges for atoms 1 to 5, given in e: atom 1 (Hf): 1.39, atom 2 (N): -0.30, atom 3 (C): 0.65, atom 4 (N): -0.27, atom 5 (C): -0.03

=====

[2]
Computed, not measured: a cluster of 16 separate species, C63H167N9O19 in total in a non-equilibrium geometry, with ωB97M-V/def2-TZVPD.

## Properties
highest occupied orbital energy	-8.650	eV
max |F|	3.4	eV/A

Geometry (Å):
C (2.1763, -28.2414, -20.7658)
C (3.3554, -28.5248, -21.6974)
C (3.5422, -27.5460, -22.8222)
O (4.5287, -28.6036, -20.9884)
H (1.2658, -28.1101, -21.3505)
H (2.2834, -27.3372, -20.1666)
H (1.9861, -29.0870, -20.1047)
H (3.2206, -29.5439, -22.0598)
H (2.9142, -27.7997, -23.6763)
H (4.5530, -27.5843, -23.2282)
H (3.4784, -26.5088, -22.4933)
H (4.7770, -27.7838, -20.5549)
C (-4.5925, -21.4897, -5.4846)
C (-5.4234, -20.2142, -5.0458)
C (-4.7133, -18.8815, -5.3710)
O (-6.6056, -20.1604, -5.7926)
H (-5.1293, -22.4352, -5.5619)
H (-3.8954, -21.6457, -4.6614)
H (-4.0216, -21.3532, -6.4031)
H (-5.6433, -20.3736, -3.9902)
H (-4.5283, -18.8301, -6.4440)
H (-3.7336, -18.7991, -4.9003)
H (-5.3259, -18.0372, -5.0551)
H (-7.0333, -19.3311, -5.5671)
C (-12.8220, -23.5694, -18.0101)
C (-13.8653, -24.6932, -18.0444)
C (-13.4542, -25.9655, -17.3237)
O (-14.9900, -24.2810, -17.3631)
H (-11.8611, -23.9407, -18.3663)
H (-12.5779, -23.1558, -17.0316)
H (-13.1050, -22.7808, -18.7073)
H (-14.1288, -24.9184, -19.0779)
H (-13.2144, -25.8124, -16.2715)
H (-12.5017, -26.2898, -17.7428)
H (-14.1052, -26.8191, -17.5126)
H (-15.6465, -24.9745, -17.4622)
C (0.2244, -21.9901, -11.8572)
C (0.1872, -20.5292, -11.6851)
C (1.4453, -20.0789, -10.9364)
O (0.2067, -19.9750, -12.9404)
H (1.1931, -22.2448, -12.2871)
H (-0.5231, -22.3189, -12.5792)
H (0.1672, -22.5910, -10.9496)
H (-0.6613, -20.1053, -11.1481)
H (1.6390, -20.6380, -10.0210)
H (1.4181, -19.0170, -10.6922)
H (2.3742, -20.1522, -11.5019)
H (-0.6078, -20.2372, -13.3756)
C (-17.3278, -22.3234, -10.9388)
C (-18.7511, -22.1357, -11.5242)
C (-19.6266, -21.3958, -10.5444)
O (-18.5407, -21.3873, -12.7090)
H (-16.8701, -23.1040, -11.5465)
H (-17.4517, -22.7156, -9.9294)
H (-16.7066, -21.4291, -10.8900)
H (-19.2319, -23.0791, -11.7831)
H (-20.5267, -20.9003, -10.9082)
H (-19.1847, -20.4877, -10.1343)
H (-19.9669, -21.9770, -9.6874)
H (-17.8304, -21.7734, -13.2268)
C (-9.9876, -14.2157, -7.9832)
C (-11.1380, -14.5564, -7.0411)
C (-12.2972, -15.1976, -7.7927)
O (-10.6892, -15.3950, -6.0556)
H (-9.2513, -13.5538, -7.5274)
H (-10.3217, -13.7744, -8.9222)
H (-9.4602, -15.1084, -8.3195)
H (-11.4575, -13.6622, -6.5059)
H (-12.0562, -16.0985, -8.3568)
H (-12.6120, -14.3973, -8.4625)
H (-13.2159, -15.4152, -7.2480)
H (-11.3557, -15.4754, -5.3694)
C (5.6334, -22.9097, -16.7100)
C (6.7081, -23.8831, -16.8494)
C (6.5180, -25.1606, -15.9600)
O (6.6857, -24.3845, -18.1524)
H (4.6849, -23.3611, -17.0012)
H (5.7149, -22.0364, -17.3572)
H (5.5487, -22.5789, -15.6748)
H (7.6542, -23.3690, -16.6799)
H (5.5900, -25.6609, -16.2369)
H (6.4554, -24.8274, -14.9241)
H (7.3809, -25.8096, -16.1098)
H (7.2664, -23.8482, -18.6972)
C (-13.0027, -23.4626, -1.2150)
O (-12.8082, -23.7474, 0.1876)
C (-13.7407, -23.0333, 0.9985)
C (-13.5751, -23.3689, 2.5115)
N (-14.5805, -22.6302, 3.2864)
C (-14.3006, -21.2219, 3.5673)
C (-15.4751, -20.6178, 4.3327)
O (-15.1876, -19.1701, 4.4198)
C (-16.2239, -18.5480, 5.2208)
H (-13.9419, -23.8314, -1.6273)
H (-12.1689, -23.8626, -1.7920)
H (-12.9267, -22.3812, -1.3290)
H (-14.7961, -23.2101, 0.7912)
H (-13.6296, -21.9842, 0.7244)
H (-12.6054, -23.0472, 2.8913)
H (-13.6785, -24.4411, 2.6785)
H (-15.0421, -23.2364, 3.9494)
H (-14.2770, -20.5839, 2.6838)
H (-13.3653, -21.0553, 4.1016)
H (-15.4948, -21.1236, 5.2981)
H (-16.4160, -20.7976, 3.8126)
H (-17.1764, -18.5901, 4.6925)
H (-15.9991, -17.4954, 5.3930)
H (-16.3514, -19.0768, 6.1654)
C (2.6407, -20.5482, -30.5600)
O (3.0319, -19.1651, -30.3230)
C (2.8512, -18.4164, -31.5633)
C (3.4357, -17.0238, -31.4141)
N (4.8791, -17.0422, -31.5577)
C (5.3893, -15.6545, -31.5208)
C (6.8772, -15.7371, -31.3239)
O (7.1966, -16.6222, -30.2460)
C (8.3112, -17.5102, -30.4669)
H (1.7782, -20.6493, -31.2188)
H (2.3170, -21.0311, -29.6380)
H (3.4893, -21.1169, -30.9403)
H (1.7961, -18.3447, -31.8271)
H (3.3626, -18.9427, -32.3694)
H (3.0037, -16.6409, -30.4895)
H (2.9567, -16.4307, -32.1931)
H (5.1978, -17.3865, -30.6633)
H (4.9308, -15.0422, -30.7443)
H (5.1525, -15.0250, -32.3786)
H (7.2967, -14.7588, -31.0894)
H (7.2866, -16.0903, -32.2704)
H (8.0555, -18.1626, -31.3018)
H (8.6058, -18.0215, -29.5505)
H (9.1398, -16.9254, -30.8665)
C (-8.0241, -23.1013, -13.4223)
O (-7.4444, -22.3543, -14.4826)
C (-6.9132, -21.0982, -13.9850)
C (-6.4965, -20.2850, -15.2533)
N (-5.3160, -20.7757, -16.0117)
C (-5.3233, -22.2301, -16.3665)
C (-4.1843, -22.6122, -17.3779)
O (-4.3323, -22.1743, -18.7864)
C (-3.2078, -22.3999, -19.5880)
H (-7.2341, -23.4776, -12.7725)
H (-8.7026, -23.9073, -13.7018)
H (-8.6660, -22.4716, -12.8063)
H (-6.1884, -21.2257, -13.1810)
H (-7.7122, -20.5178, -13.5236)
H (-6.3919, -19.2976, -14.8037)
H (-7.3546, -20.1169, -15.9041)
H (-5.2554, -20.2070, -16.8442)
H (-6.3179, -22.4740, -16.7397)
H (-5.2480, -22.8637, -15.4828)
H (-4.0826, -23.6969, -17.3445)
H (-3.3202, -22.1947, -16.8611)
H (-3.2819, -22.0306, -20.6108)
H (-3.0733, -23.4815, -19.6018)
H (-2.2674, -21.9134, -19.3292)
C (-7.8922, -17.1884, -22.1338)
C (-6.7850, -16.1650, -22.4394)
C (-7.2019, -14.7149, -22.0763)
O (-8.4477, -14.4732, -22.7553)
C (-8.7711, -13.0639, -22.5600)
N (-5.5797, -16.5267, -21.6175)
H (-7.5925, -18.2362, -22.1101)
H (-8.7052, -17.0500, -22.8465)
H (-8.2203, -17.0379, -21.1053)
H (-6.5202, -16.2857, -23.4898)
H (-6.3953, -14.0114, -22.2826)
H (-7.3131, -14.7453, -20.9924)
H (-8.8985, -12.8790, -21.4934)
H (-9.6599, -12.8319, -23.1467)
H (-8.0292, -12.3568, -22.9311)
H (-4.8164, -15.9582, -21.9555)
H (-5.2320, -17.4648, -21.7561)
C (-6.5168, -6.2760, -11.6029)
C (-6.0294, -7.0884, -12.8708)
C (-6.8932, -8.3736, -13.0636)
O (-6.3175, -9.1301, -14.0989)
C (-7.0850, -10.2642, -14.3500)
N (-6.1705, -6.1781, -14.0028)
H (-6.5212, -6.9334, -10.7334)
H (-7.5204, -5.8807, -11.7593)
H (-5.8608, -5.4118, -11.4986)
H (-4.9771, -7.3699, -12.8317)
H (-7.9394, -8.1273, -13.2450)
H (-6.8660, -8.9135, -12.1172)
H (-7.9747, -9.9563, -14.8994)
H (-7.3430, -10.7030, -13.3862)
H (-6.5479, -10.9831, -14.9687)
H (-6.0181, -6.8424, -14.7482)
H (-7.0961, -5.7938, -14.1278)
C (-16.6946, -30.7788, -11.2046)
C (-15.3482, -30.6939, -11.8902)
C (-14.1704, -30.3954, -10.9026)
O (-12.8442, -30.6446, -11.3532)
C (-11.7761, -30.3938, -10.5140)
N (-15.0694, -31.9957, -12.4573)
H (-17.4754, -30.9350, -11.9490)
H (-16.9601, -29.8827, -10.6437)
H (-16.7495, -31.6790, -10.5923)
H (-15.4466, -29.9292, -12.6608)
H (-14.2445, -31.0482, -10.0328)
H (-14.2897, -29.3408, -10.6545)
H (-12.0541, -29.5461, -9.8877)
H (-10.8412, -30.1405, -11.0140)
H (-11.6376, -31.3109, -9.9413)
H (-15.1643, -32.7301, -11.7704)
H (-14.0938, -32.0006, -12.7186)
C (-0.8813, -30.0016, -13.5198)
C (-2.1963, -30.6978, -13.0368)
C (-3.1826, -30.8961, -14.1476)
O (-3.6819, -29.6403, -14.6760)
C (-4.7425, -29.7664, -15.6633)
N (-1.8174, -31.9928, -12.4348)
H (-0.3209, -30.6559, -14.1876)
H (-0.3057, -29.6236, -12.6749)
H (-1.1911, -29.1968, -14.1866)
H (-2.6211, -30.0351, -12.2828)
H (-4.1235, -31.2686, -13.7426)
H (-2.7227, -31.5790, -14.8620)
H (-5.6123, -30.3500, -15.3613)
H (-4.3392, -30.2419, -16.5574)
H (-5.0351, -28.7954, -16.0626)
H (-1.1202, -31.8920, -11.7110)
H (-1.3653, -32.5515, -13.1444)
C (0.5079, -12.9688, -18.7997)
C (0.6878, -14.4433, -18.5065)
C (1.2172, -15.1878, -19.7606)
O (0.3948, -14.9499, -20.9084)
C (1.0086, -15.5083, -22.0691)
N (1.6819, -14.6810, -17.4790)
H (0.1188, -12.4616, -17.9169)
H (-0.2228, -12.8876, -19.6044)
H (1.3920, -12.4551, -19.1772)
H (-0.2075, -14.9407, -18.1333)
H (1.2117, -16.2525, -19.5270)
H (2.2618, -14.9906, -20.0018)
H (0.2986, -15.3855, -22.8869)
H (1.1991, -16.5643, -21.8776)
H (1.9441, -15.0789, -22.4277)
H (1.4154, -14.1206, -16.6821)
H (1.5261, -15.6549, -17.2614)
C (-10.5605, -28.9640, -28.4939)
C (-10.9619, -27.6943, -27.7341)
C (-9.7243, -26.8812, -27.2101)
O (-9.0637, -27.6254, -26.2596)
C (-8.0864, -26.9519, -25.4627)
N (-11.8500, -26.9107, -28.5813)
H (-9.9113, -28.7843, -29.3509)
H (-11.4459, -29.4627, -28.8883)
H (-10.0961, -29.6751, -27.8108)
H (-11.5473, -27.9967, -26.8658)
H (-10.1100, -25.9842, -26.7256)
H (-9.0286, -26.6290, -28.0105)
H (-7.2063, -26.6912, -26.0506)
H (-7.7165, -27.6392, -24.7018)
H (-8.4032, -26.0238, -24.9869)
H (-12.1082, -26.0377, -28.1440)
H (-11.2374, -26.6631, -29.3452)

Atomic forces in eV per Å
-0.6 0.0 -0.5
-0.8 0.1 0.2
0.2 0.2 -0.9
2.0 -0.7 1.4
-0.1 0.0 -0.1
0.3 0.1 0.0
0.2 0.0 0.1
-0.1 0.0 -0.4
-0.4 0.5 0.1
0.2 -0.5 0.2
-0.7 0.1 0.0
-0.3 0.2 -0.1
0.0 1.0 0.8
1.2 -0.7 -1.3
0.7 -0.8 0.6
-1.1 -0.5 -0.3
-0.6 0.4 0.0
0.4 0.0 -0.1
-0.1 0.2 0.0
0.0 0.4 0.2
-0.3 0.0 0.0
0.0 0.1 0.2
0.0 0.0 0.0
-0.2 0.0 -0.1
0.3 -0.5 -0.5
1.0 -0.6 0.8
2.0 -0.5 -0.9
-2.0 1.4 0.5
0.0 -0.2 -0.2
-0.6 -0.1 0.2
-0.1 0.2 0.3
0.2 0.0 -0.3
-0.6 0.1 0.1
0.3 -0.2 -0.2
-0.4 0.2 0.3
-0.2 0.1 0.1
0.1 -1.8 0.0
1.2 0.5 1.7
0.4 0.7 0.2
0.1 1.3 -1.8
0.1 0.0 -0.2
-0.2 -0.2 0.1
-0.3 0.2 0.1
-0.4 -0.5 0.3
-0.4 0.0 0.1
-0.3 0.0 0.2
-0.2 -0.4 -0.5
0.0 0.1 -0.3
-1.2 -1.3 0.4
1.5 0.8 0.3
-0.8 1.5 0.5
-1.0 0.8 -0.5
0.5 0.1 0.1
0.3 -0.1 0.1
-0.4 0.1 -0.3
0.2 -0.3 0.1
-0.3 -0.7 -0.9
0.9 -0.2 0.1
0.3 -0.4 -0.1
0.0 -0.2 0.1
0.2 -0.2 -0.3
-0.7 0.3 -0.7
-0.6 1.1 -0.7
1.5 -1.6 1.6
-0.1 0.0 0.1
-0.3 0.3 0.2
0.0 -0.3 0.3
-0.4 0.6 -0.6
0.4 0.1 0.0
-0.2 -0.2 -0.6
0.3 0.0 0.7
0.0 0.0 0.0
-1.9 1.1 0.6
0.5 -1.7 0.6
0.5 1.7 -0.2
0.5 -0.4 -1.6
-0.1 -0.2 0.2
0.4 0.1 0.0
-0.1 0.2 0.0
0.4 -0.3 0.4
0.1 0.0 -0.1
0.0 -0.3 0.2
-0.2 -0.1 0.1
-0.1 0.0 -0.2
0.7 0.4 0.9
-0.8 -0.4 -0.6
0.3 -0.2 0.3
-0.1 1.4 -0.3
0.1 -0.3 -1.2
-1.2 -0.3 0.2
1.4 1.1 -0.1
-1.4 -1.3 1.0
0.4 -0.4 -0.7
-0.1 -0.1 0.2
0.0 -0.3 0.3
-0.3 0.2 -0.2
-0.2 -0.7 -0.4
0.2 0.5 0.6
0.5 -0.3 -0.3
-0.1 0.1 -0.1
0.1 0.8 0.4
0.3 -0.5 -0.5
0.1 0.0 0.2
-0.3 0.5 0.5
-0.1 0.1 -0.1
-0.2 -0.1 -0.1
0.3 -0.2 0.0
0.1 0.1 0.2
0.3 0.6 0.6
-0.9 -0.7 -1.3
0.5 -0.4 0.8
-1.2 -1.0 -0.7
-0.6 1.6 0.5
-0.1 -0.1 0.5
0.6 -0.2 0.1
0.2 -0.3 0.3
-0.6 1.3 -1.1
0.1 0.3 -0.3
0.3 0.4 0.3
0.0 0.0 -0.3
-0.3 -0.1 0.2
0.1 -0.1 -0.1
0.5 0.3 0.5
0.3 0.2 -0.3
0.5 -0.6 0.0
-0.1 -0.2 0.8
0.1 -0.6 -0.7
0.1 0.2 -0.1
0.4 -0.2 0.0
-0.1 -0.6 0.3
-0.4 0.1 -0.1
0.4 0.1 0.3
0.0 0.5 0.6
-0.3 0.2 1.0
-0.9 -0.4 -2.2
0.3 -0.6 1.1
0.0 -0.2 1.0
-0.6 1.0 -1.6
-0.6 0.5 0.3
-0.5 0.9 2.0
0.6 -0.8 -0.1
0.0 -0.3 0.1
0.5 -0.1 -0.8
0.0 0.4 0.2
0.6 -0.2 -0.4
-0.4 0.0 0.0
1.0 0.3 -0.4
-0.4 -0.7 0.0
0.1 -0.2 -0.2
-0.1 -0.3 -0.5
0.5 0.2 0.0
0.0 -0.2 -0.2
0.6 0.2 -0.7
-1.1 -0.1 0.0
0.5 -0.2 -0.3
0.1 0.1 1.1
0.0 0.6 0.4
0.9 -1.4 0.6
-0.4 -2.3 -0.4
1.2 2.2 0.5
-0.3 -0.9 -0.4
-0.3 1.0 -0.2
0.5 0.1 -0.6
-0.1 -0.1 0.3
-0.4 0.3 0.0
-0.2 0.5 -0.3
-0.1 0.3 -0.5
-0.4 0.3 0.2
-0.3 0.1 0.0
-0.2 -0.3 0.4
0.6 -0.3 -0.1
0.3 0.3 0.2
-0.5 -0.3 -0.2
0.8 -1.1 -1.0
-2.4 1.0 1.0
1.3 1.0 0.8
0.5 0.5 0.0
-0.3 -0.2 -0.2
1.0 -0.7 -0.5
0.1 0.3 0.2
-0.1 -0.2 -0.1
0.1 -0.2 0.3
0.0 -0.1 0.3
-0.2 0.2 -0.3
0.0 -0.5 0.2
-0.4 -0.2 0.1
-0.3 -0.4 -0.1
0.2 0.1 0.1
0.0 0.5 -1.0
-0.3 -0.2 0.3
-0.3 0.0 0.1
1.3 -1.0 0.8
-0.1 0.7 0.6
-1.1 0.0 -3.3
-0.6 0.1 1.2
0.0 -0.2 -1.3
0.1 0.2 -0.2
0.1 -0.1 0.2
0.1 0.2 0.4
0.5 0.0 -0.2
-0.8 0.2 0.4
0.3 0.2 0.6
0.4 0.0 0.5
-0.3 -0.1 -0.5
0.4 0.2 0.6
-0.2 0.0 0.2
0.2 -0.2 -0.3
-1.6 0.2 -0.8
2.4 0.6 0.5
-1.9 0.6 0.2
0.1 0.1 -0.8
1.5 -0.3 -0.3
-1.0 -0.1 -0.1
0.3 -0.3 0.4
0.1 -0.1 -0.2
0.2 0.5 0.2
-0.2 -0.2 0.2
0.3 -1.2 0.2
-0.3 0.1 -0.6
0.0 0.1 0.5
0.1 -0.5 -0.1
0.0 0.2 0.8
-0.1 0.3 0.1
0.0 -0.2 -0.2
-0.8 -0.2 -0.2
1.0 0.0 -1.3
-0.9 -0.1 0.0
1.0 0.1 0.0
-0.9 -0.3 0.1
0.4 0.0 0.0
0.0 0.2 0.0
-0.2 0.1 0.1
0.3 -0.3 0.3
-0.7 0.4 -0.7
-0.2 -0.5 0.0
0.1 0.7 0.3
-0.1 -0.2 0.1
0.0 -0.3 -0.2
0.2 0.5 0.6
0.1 -0.2 0.4
0.5 -0.2 0.7
-0.3 -0.1 0.4
0.5 -0.2 0.3
-1.2 -0.2 -0.3
0.9 -0.8 1.7
0.3 -0.4 -0.6
0.7 0.0 -0.3
0.2 0.2 0.1
-0.2 0.1 0.0
0.3 0.1 -0.1
0.2 0.0 0.2
-0.1 0.5 -0.2
-0.1 0.3 -0.5
0.1 0.1 -0.4
-0.4 -0.1 0.0
-0.6 0.0 0.0
-0.1 0.1 0.2
-0.3 0.4 -0.7

Here are the Mulliken charges for atoms 1 to 5, given in e: atom 1 (C): -1.21, atom 2 (C): 0.49, atom 3 (C): -1.28, atom 4 (O): -0.56, atom 5 (H): 0.34